A structure of composition C23H21Cl5IN2O3PtSi at a distorted geometry, computed with wB97M-V/def2-TZVPD.

Summary:
Gap between HOMO and LUMO in eV: 7.11
Highest occupied orbital energy in eV: -11.116
Net charge: +1

CARTESIAN COORDINATES (ANGSTROEM)
Pt (-0.57655, -0.08037, 0.64608)
C (3.10288, -3.03035, 0.71817)
C (1.78558, -3.61406, 0.31542)
N (1.70527, -4.87605, 0.01795)
C (0.52940, -5.42598, -0.37496)
C (-0.61312, -4.70086, -0.49809)
C (-1.90363, -5.40540, -0.84764)
O (-2.50206, -4.92976, -2.05364)
C (-0.57226, -3.30208, -0.20687)
C (-1.73806, -2.53910, -0.42674)
N (-2.01422, -1.30921, -0.15543)
C (-3.33742, -0.82028, -0.40576)
C (-4.36287, -1.61073, -0.94699)
C (-5.62599, -1.11554, -1.20482)
C (-5.93840, 0.21172, -0.94889)
C (-4.96281, 1.01517, -0.39665)
C (-3.71152, 0.48330, -0.13005)
I (-2.36765, 1.79046, 0.82129)
C (0.62793, -2.75656, 0.26215)
O (0.77763, -1.52441, 0.62266)
H (3.83294, -3.82720, 0.82913)
H (3.00506, -2.48063, 1.65657)
H (3.45021, -2.32664, -0.04184)
H (0.54216, -6.49113, -0.56996)
H (-2.64105, -5.22758, -0.06372)
H (-1.71872, -6.47874, -0.89571)
H (-2.01805, -5.27555, -2.81060)
H (-2.51569, -3.09300, -0.93244)
H (-4.18356, -2.64965, -1.18403)
H (-6.37169, -1.78172, -1.61649)
H (-6.91762, 0.61319, -1.16819)
H (-5.17010, 2.05300, -0.17151)
Cl (5.22480, -1.05226, 4.67782)
C (4.16547, -0.48972, 3.45765)
C (2.83888, -0.19233, 3.76638)
Cl (2.24281, -0.39820, 5.35873)
C (2.00789, 0.30026, 2.77036)
Cl (0.34396, 0.62438, 3.07906)
C (2.45136, 0.50623, 1.47328)
O (1.61156, 1.04473, 0.54540)
C (3.75323, 0.13675, 1.15561)
Cl (4.27149, 0.21753, -0.47942)
C (4.61533, -0.33791, 2.14434)
Cl (6.23198, -0.73099, 1.74678)
C (1.20757, 3.63558, 1.70470)
Si (1.62073, 2.73167, 0.12822)
C (0.29812, 2.73556, -1.18763)
C (3.26773, 3.32894, -0.47029)
H (1.28281, 4.71442, 1.54607)
H (1.91982, 3.37322, 2.49148)
H (0.20382, 3.42287, 2.07811)
H (0.70504, 3.05437, -2.14969)
H (-0.51186, 3.42450, -0.93846)
H (-0.12189, 1.73852, -1.32242)
H (3.20248, 4.41110, -0.62055)
H (3.57062, 2.87869, -1.41458)
H (4.05653, 3.14764, 0.26336)

Atom charges from the natural (NBO) analysis, given in e for atoms 1 to 2:
1 Pt 0.821
2 C -0.643

***

A structure of composition C23H21CsN6O11 at a distorted geometry, computed with wB97M-V/def2-TZVPD.

Summary:
Gap between HOMO and LUMO in eV: 6.98
Highest occupied orbital energy in eV: -3.223
Net charge: -2

CARTESIAN COORDINATES (ANGSTROEM)
Cs (0.09914, -0.70695, 0.36235)
O (-3.27101, -4.57329, 1.69920)
C (-3.05001, -3.57837, 1.00521)
N (-3.07020, -2.29645, 1.34907)
C (-3.95884, -1.60262, 2.04546)
O (-5.17509, -1.80852, 2.15466)
C (-3.36989, -0.40609, 2.76740)
C (-3.71085, -0.22106, 4.10703)
C (-3.14497, 0.83410, 4.80002)
C (-2.28699, 1.69405, 4.12898)
C (-2.03656, 1.45192, 2.78701)
N (-2.55180, 0.42057, 2.11950)
C (-2.68926, -3.79463, -0.45455)
C (-3.59993, -4.50718, -1.23894)
C (-3.33192, -4.68869, -2.58104)
C (-2.15142, -4.17448, -3.10341)
C (-1.30407, -3.49522, -2.24501)
N (-1.55936, -3.30083, -0.95388)
H (-4.39874, -0.91421, 4.57136)
H (-3.36550, 0.98152, 5.85133)
H (-1.81403, 2.52838, 4.63026)
H (-1.37466, 2.10635, 2.22784)
H (-4.50058, -4.89141, -0.77979)
H (-4.02810, -5.21983, -3.22016)
H (-1.89645, -4.29210, -4.14891)
H (-0.37049, -3.07537, -2.61082)
O (2.80009, 0.15518, -1.34035)
C (2.90100, -0.12065, -0.13189)
O (2.55844, -1.18167, 0.44254)
C (3.40848, 0.93858, 0.85748)
C (4.68934, 1.02848, 1.28290)
C (5.04322, 1.90443, 2.34228)
C (4.07331, 2.65627, 2.96781)
C (2.75236, 2.58883, 2.55592)
C (2.33787, 1.71604, 1.46389)
O (1.16093, 1.60307, 1.05468)
N (1.81469, 3.37855, 3.29870)
O (2.18302, 3.87050, 4.37026)
O (0.69192, 3.56926, 2.85999)
N (6.39292, 1.99834, 2.77606)
O (6.68727, 2.79006, 3.67257)
O (7.23802, 1.28858, 2.23377)
H (5.47362, 0.44356, 0.82210)
H (4.33657, 3.31159, 3.78176)
C (-0.59087, 3.96203, -0.47097)
O (0.67516, 3.62466, -1.01738)
H (-0.99186, 4.78826, -1.06113)
H (-0.50577, 4.27038, 0.57235)
H (-1.29144, 3.12126, -0.53020)
H (1.01283, 2.87231, -0.50185)
C (1.93011, -0.82975, -4.94394)
N (0.55818, -0.47038, -4.67971)
C (-0.42817, -0.76095, -5.69435)
C (0.16363, -0.02975, -3.45369)
O (-0.99352, 0.16927, -3.13211)
H (2.24248, -0.42602, -5.91040)
H (2.06475, -1.91703, -4.96656)
H (2.57025, -0.41871, -4.16360)
H (-0.07210, -0.41511, -6.66764)
H (-1.34714, -0.24111, -5.43521)
H (-0.64139, -1.83360, -5.75814)
H (1.01336, 0.12563, -2.76610)

Atom charges from the Löwdin analysis, given in e for atoms 1 to 2:
1 Cs 1.304
2 O 0.017

***

ΔE to the lowest compared entry with this formula, charge and spin, respectively: 0.0, 25.6 kcal/mol.